DFT (wB97M-V/def2-TZVPD) results for 12 unconnected molecules or ions with the total composition C41H109N3O13 at a distorted geometry.

E = -75364.0517 eV
Frontier orbital gap (alpha / beta) = 1.1 / 9.1 eV
Highest occupied orbital energy (alpha / beta) = 0.70 / -7.25 eV
Spin multiplicity = 2
Total charge = -1
ΔE to the lowest compared entry with this formula, charge and spin = 41.0 kcal per mole
Molecular weight = 852.33 Da

Bonds (Å) are listed after each position.
Cartesian coordinates (Å):
1 C -2.020 -1.405 2.307  O2 1.425, H10 1.090, H11 1.090, H12 1.090
2 O -0.741 -1.213 1.709  C1 1.425, C3 1.459
3 C -0.609 0.176 1.282  O2 1.459, C4 1.516, H13 1.090, H14 1.090
4 C 0.837 0.381 0.879  C3 1.516, N5 1.527, H15 1.090, H16 1.090
5 N 1.088 -0.555 -0.301  C4 1.527, C6 1.446, H17 1.010
6 C 0.672 0.116 -1.513  N5 1.446, C7 1.549, H18 1.090, H19 1.090
7 C 1.064 -0.721 -2.756  C6 1.549, O8 1.442, H20 1.090, H21 1.090
8 O 0.254 -1.914 -2.756  C7 1.442, C9 1.426
9 C 0.695 -3.188 -2.290  O8 1.426, H22 1.090, H23 1.090, H24 1.090
10 H -1.863 -0.912 3.266  C1 1.090
11 H -2.277 -2.456 2.442  C1 1.090
12 H -2.806 -0.735 1.959  C1 1.090
13 H -0.942 0.808 2.105  C3 1.090
14 H -1.266 0.303 0.421  C3 1.090
15 H 1.502 0.067 1.684  C4 1.090
16 H 0.902 1.465 0.781  C4 1.090
17 H 0.444 -1.288 -0.038  N5 1.010
18 H 1.021 1.148 -1.466  C6 1.090
19 H -0.409 0.258 -1.509  C6 1.090
20 H 2.082 -1.107 -2.796  C7 1.090
21 H 0.908 -0.110 -3.645  C7 1.090
22 H 1.343 -3.573 -3.077  C9 1.090
23 H -0.164 -3.811 -2.040  C9 1.090
24 H 1.443 -3.097 -1.503  C9 1.090
25 C 4.888 -3.022 -3.739  C26 1.571, H31 1.090, H32 1.090, H33 1.090
26 C 4.104 -3.399 -5.048  C25 1.571, C27 1.518, N30 1.404, H34 1.090
27 C 3.721 -2.225 -5.930  C26 1.518, O28 1.426, H35 1.090, H36 1.090
28 O 3.126 -2.760 -7.111  C27 1.426, C29 1.391
29 C 2.142 -1.879 -7.547  O28 1.391, H37 1.090, H38 1.090, H39 1.090
30 N 4.998 -4.204 -5.772  C26 1.404, H40 1.010, H41 1.010
31 H 5.799 -2.468 -3.970  C25 1.090
32 H 5.223 -3.927 -3.231  C25 1.090
33 H 4.163 -2.552 -3.076  C25 1.090
34 H 3.235 -3.992 -4.763  C26 1.090
35 H 4.637 -1.731 -6.255  C27 1.090
36 H 3.022 -1.572 -5.407  C27 1.090
37 H 1.617 -2.212 -8.443  C29 1.090
38 H 2.633 -0.950 -7.838  C29 1.090
39 H 1.344 -1.590 -6.863  C29 1.090
40 H 4.596 -5.120 -5.633  N30 1.010
41 H 4.886 -3.827 -6.702  N30 1.010
42 C -4.845 -2.187 4.863  C43 1.566, H48 1.090, H49 1.090, H50 1.090
43 C -5.615 -0.993 5.523  C42 1.566, C44 1.517, N47 1.490, H51 1.090
44 C -4.883 0.336 5.515  C43 1.517, O45 1.401, H52 1.090, H53 1.090
45 O -5.835 1.359 5.615  C44 1.401, C46 1.447
46 C -5.483 2.663 5.095  O45 1.447, H54 1.090, H55 1.090, H56 1.090
47 N -6.714 -0.849 4.528  C43 1.490, H57 1.010, H58 1.010
48 H -3.913 -2.423 5.376  C42 1.090
49 H -4.421 -2.193 3.859  C42 1.090
50 H -5.459 -3.078 4.990  C42 1.090
51 H -6.014 -1.289 6.493  C43 1.090
52 H -4.291 0.446 4.606  C44 1.090
53 H -4.215 0.377 6.375  C44 1.090
54 H -6.052 3.497 5.507  C46 1.090
55 H -5.699 2.723 4.028  C46 1.090
56 H -4.413 2.839 5.209  C46 1.090
57 H -6.602 -0.163 3.796  N47 1.010
58 H -7.557 -0.606 5.029  N47 1.010
59 C -0.710 4.722 2.441  C60 1.548, H63 1.090, H64 1.090, H65 1.090
60 C -1.728 4.443 3.574  C59 1.548, C61 1.558, O62 1.405, H66 1.090
61 C -3.231 4.641 3.214  C60 1.558, H67 1.090, H68 1.090, H69 1.090
62 O -1.623 3.061 3.807  C60 1.405, H70 0.960
63 H 0.235 4.185 2.524  C59 1.090
64 H -0.664 5.811 2.428  C59 1.090
65 H -1.071 4.408 1.462  C59 1.090
66 H -1.461 4.983 4.482  C60 1.090
67 H -3.417 3.767 2.590  C61 1.090
68 H -3.513 5.615 2.815  C61 1.090
69 H -3.953 4.453 4.008  C61 1.090
70 H -0.954 2.889 4.474  O62 0.960
71 C -1.349 2.040 -5.312  C72 1.571, H75 1.090, H76 1.090, H77 1.090
72 C -2.557 1.596 -6.212  C71 1.571, C73 1.549, O74 1.391, H78 1.090
73 C -2.163 0.157 -6.629  C72 1.549, H79 1.090, H80 1.090, H81 1.090
74 O -3.658 1.524 -5.365  C72 1.391, H82 0.960
75 H -1.401 1.675 -4.286  C71 1.090
76 H -1.178 3.115 -5.362  C71 1.090
77 H -0.415 1.596 -5.658  C71 1.090
78 H -2.748 2.208 -7.093  C72 1.090
79 H -2.830 -0.376 -7.307  C73 1.090
80 H -2.069 -0.500 -5.764  C73 1.090
81 H -1.196 0.187 -7.130  C73 1.090
82 H -4.433 1.287 -5.881  O74 0.960
83 C 2.211 4.674 -1.222  C84 1.490, H87 1.090, H88 1.090, H89 1.090
84 C 2.987 3.461 -1.603  C83 1.490, C85 1.553, O86 1.394, H90 1.090
85 C 4.469 3.862 -1.834  C84 1.553, H91 1.090, H92 1.090, H93 1.090
86 O 2.900 2.621 -0.495  C84 1.394, H94 0.960
87 H 2.462 5.195 -0.298  C83 1.090
88 H 1.133 4.538 -1.124  C83 1.090
89 H 2.422 5.506 -1.895  C83 1.090
90 H 2.603 3.014 -2.520  C84 1.090
91 H 4.502 4.246 -2.854  C85 1.090
92 H 5.135 3.025 -1.621  C85 1.090
93 H 4.821 4.532 -1.049  C85 1.090
94 H 3.334 1.770 -0.588  O86 0.960
95 C -3.565 4.039 -1.085  C96 1.539, H99 1.090, H100 1.090, H101 1.090
96 C -3.057 3.125 -2.215  C95 1.539, C97 1.555, O98 1.424, H102 1.090
97 C -3.393 1.637 -1.915  C96 1.555, H103 1.090, H104 1.090, H105 1.090
98 O -3.789 3.313 -3.421  C96 1.424, H106 0.960
99 H -3.275 3.569 -0.146  C95 1.090
100 H -4.640 4.118 -0.926  C95 1.090
101 H -3.034 4.957 -1.337  C95 1.090
102 H -1.979 3.262 -2.301  C96 1.090
103 H -2.625 1.156 -1.310  C97 1.090
104 H -3.285 1.028 -2.812  C97 1.090
105 H -4.435 1.685 -1.598  C97 1.090
106 H -3.761 2.675 -4.137  O98 0.960
107 C -1.246 1.664 7.141  C108 1.563, H111 1.090, H112 1.090, H113 1.090
108 C 0.117 1.599 6.378  C107 1.563, C109 1.518, O110 1.422, H114 1.090
109 C 0.110 0.617 5.221  C108 1.518, H115 1.090, H116 1.090, H117 1.090
110 O 0.324 2.905 5.856  C108 1.422, H118 0.960
111 H -1.897 2.374 6.631  C107 1.090
112 H -1.099 2.069 8.143  C107 1.090
113 H -1.955 0.836 7.135  C107 1.090
114 H 0.931 1.336 7.054  C108 1.090
115 H -0.282 -0.321 5.616  C109 1.090
116 H 1.088 0.427 4.778  C109 1.090
117 H -0.574 1.026 4.478  C109 1.090
118 H 1.054 2.866 5.233  O110 0.960
119 C -1.948 -4.047 -6.988  C120 1.532, H123 1.090, H124 1.090, H125 1.090
120 C -0.856 -5.036 -6.570  C119 1.532, C121 1.516, O122 1.393, H126 1.090
121 C -0.395 -4.586 -5.198  C120 1.516, H127 1.090, H128 1.090, H129 1.090
122 O -1.310 -6.338 -6.379  C120 1.393, H130 0.960
123 H -2.893 -4.254 -6.485  C119 1.090
124 H -2.267 -4.249 -8.011  C119 1.090
125 H -1.694 -3.005 -6.794  C119 1.090
126 H -0.002 -5.076 -7.247  C120 1.090
127 H -1.219 -4.679 -4.490  C121 1.090
128 H -0.104 -3.536 -5.211  C121 1.090
129 H 0.389 -5.228 -4.797  C121 1.090
130 H -1.404 -6.754 -7.239  O122 0.960
131 C 5.875 0.850 0.259  C132 1.463, H135 1.090, H136 1.090, H137 1.090
132 C 5.031 -0.317 0.006  C131 1.463, C133 1.510, O134 1.380, H138 1.090
133 C 4.475 -1.047 1.205  C132 1.510, H139 1.090, H140 1.090, H141 1.090
134 O 3.947 0.100 -0.738  C132 1.380, H142 0.960
135 H 5.411 1.419 1.065  C131 1.090
136 H 6.148 1.451 -0.609  C131 1.090
137 H 6.803 0.421 0.637  C131 1.090
138 H 5.483 -1.113 -0.586  C132 1.090
139 H 3.832 -1.877 0.912  C133 1.090
140 H 4.047 -0.331 1.906  C133 1.090
141 H 5.228 -1.534 1.825  C133 1.090
142 H 3.135 -0.389 -0.589  O134 0.960
143 C 2.945 2.663 2.926  C144 1.553, H147 1.090, H148 1.090, H149 1.090
144 C 3.823 2.918 4.182  C143 1.553, C145 1.594, O146 1.378, H150 1.090
145 C 4.351 4.420 4.261  C144 1.594, H151 1.090, H152 1.090, H153 1.090
146 O 3.047 2.602 5.276  C144 1.378, H154 0.960
147 H 2.978 1.680 2.457  C143 1.090
148 H 3.262 3.251 2.065  C143 1.090
149 H 1.874 2.764 3.107  C143 1.090
150 H 4.617 2.177 4.084  C144 1.090
151 H 4.960 4.598 3.374  C145 1.090
152 H 5.054 4.617 5.070  C145 1.090
153 H 3.545 5.153 4.290  C145 1.090
154 H 3.680 2.410 5.971  O146 0.960
155 C -0.605 -5.553 2.449  C156 1.539, H159 1.090, H160 1.090, H161 1.090
156 C -1.212 -6.221 3.695  C155 1.539, C157 1.555, O158 1.428, H162 1.090
157 C -0.943 -7.749 3.807  C156 1.555, H163 1.090, H164 1.090, H165 1.090
158 O -0.684 -5.574 4.853  C156 1.428, H166 0.960
159 H -0.823 -4.489 2.542  C155 1.090
160 H -1.133 -6.054 1.637  C155 1.090
161 H 0.455 -5.707 2.250  C155 1.090
162 H -2.299 -6.196 3.764  C156 1.090
163 H 0.110 -8.025 3.743  C157 1.090
164 H -1.549 -8.179 3.010  C157 1.090
165 H -1.274 -8.070 4.795  C157 1.090
166 H 0.205 -5.837 5.104  O158 0.960

Mulliken population analysis, charges in e, atoms 1 to 99: number 1, C, carries -1.0692; number 2, O, carries -0.3203; number 3, C, carries 0.3787; number 4, C, carries 0.1534; number 5, N, carries 0.0092; number 6, C, carries 0.3767; number 7, C, carries 0.2613; number 8, O, carries -0.3630; number 9, C, carries -0.3978; number 10, H, carries 0.3399; number 11, H, carries 0.1954; number 12, H, carries 0.4566; number 13, H, carries 0.2867; number 14, H, carries -0.3481; number 15, H, carries -0.2134; number 16, H, carries -0.0785; number 17, H, carries 0.5392; number 18, H, carries -0.0313; number 19, H, carries 0.0075; number 20, H, carries -0.4562; number 21, H, carries 0.2553; number 22, H, carries -0.1874; number 23, H, carries 0.2641; number 24, H, carries 0.2670; number 25, C, carries -1.4601; number 26, C, carries 0.9995; number 27, C, carries -0.6398; number 28, O, carries -0.3237; number 29, C, carries -0.8319; number 30, N, carries -0.7479; number 31, H, carries 0.3740; number 32, H, carries 0.3404; number 33, H, carries 0.1275; number 34, H, carries -0.1244; number 35, H, carries 0.3710; number 36, H, carries 0.2731; number 37, H, carries 0.3570; number 38, H, carries 0.4452; number 39, H, carries 0.0982; number 40, H, carries 0.3363; number 41, H, carries 0.3356; number 42, C, carries -1.3913; number 43, C, carries 0.2425; number 44, C, carries -0.1327; number 45, O, carries -0.3573; number 46, C, carries -0.3964; number 47, N, carries -0.6803; number 48, H, carries 0.3936; number 49, H, carries 0.1843; number 50, H, carries 0.4093; number 51, H, carries 0.3876; number 52, H, carries 0.2344; number 53, H, carries 0.0592; number 54, H, carries 0.3157; number 55, H, carries 0.3305; number 56, H, carries -0.0863; number 57, H, carries 0.2460; number 58, H, carries 0.2545; number 59, C, carries -0.7827; number 60, C, carries 0.4328; number 61, C, carries -1.1798; number 62, O, carries -0.0713; number 63, H, carries -0.0340; number 64, H, carries 0.4588; number 65, H, carries 0.0226; number 66, H, carries 0.4705; number 67, H, carries 0.2122; number 68, H, carries 0.3954; number 69, H, carries 0.2383; number 70, H, carries -0.3703; number 71, C, carries -1.1972; number 72, C, carries 0.5605; number 73, C, carries -1.3870; number 74, O, carries -0.3504; number 75, H, carries -0.0553; number 76, H, carries 0.3855; number 77, H, carries 0.4797; number 78, H, carries 0.3279; number 79, H, carries 0.4404; number 80, H, carries 0.2644; number 81, H, carries 0.3171; number 82, H, carries 0.1873; number 83, C, carries -1.5970; number 84, C, carries 0.8583; number 85, C, carries -1.4966; number 86, O, carries 0.5691; number 87, H, carries 0.2605; number 88, H, carries 0.1863; number 89, H, carries 0.4605; number 90, H, carries 0.3693; number 91, H, carries 0.4551; number 92, H, carries 0.0959; number 93, H, carries 0.3064; number 94, H, carries -0.0576; number 95, C, carries -1.3975; number 96, C, carries 0.8624; number 97, C, carries -0.7329; number 98, O, carries -0.6525; number 99, H, carries 0.1641